Record 1
This record from the OMol25 dataset describes a structure of composition C20H15FNO11S2. The level of theory is the ωB97M-V functional and the def2-TZVPD basis.

As for the net charge: -1. The calculation puts the calculated total energy at -2549.72255 Ha. As for the gap between HOMO and LUMO: 5.58 eV. The calculation puts the HOMO energy at -6.0 eV. Its maximum force is 0.7 eV/A.

Geometry (Å):
O -0.806 7.253 1.562
C -0.554 6.491 0.694
F 0.641 6.577 0.051
C -1.424 5.437 0.079
S -2.259 4.287 1.215
O -3.600 4.194 0.673
O -2.150 4.833 2.539
N -1.565 2.891 0.996
S -0.072 2.659 1.490
O 0.867 3.502 0.770
O 0.111 2.565 2.915
H -0.827 4.840 -0.605
H -2.214 5.945 -0.473
H 0.078 1.417 1.014
C -5.448 0.924 -1.401
C -4.376 1.655 -1.102
C -3.446 2.120 -2.166
O -2.478 2.776 -1.870
C -3.759 1.746 -3.572
C -4.832 1.016 -3.862
C -5.760 0.548 -2.798
O -6.737 -0.119 -3.079
H -6.143 0.573 -0.648
H -4.114 1.962 -0.096
H -3.067 2.099 -4.327
H -5.086 0.726 -4.874
C 1.851 -1.809 -0.465
C 2.265 -2.386 -1.589
C 1.347 -2.588 -2.735
O 1.723 -3.119 -3.760
C -0.053 -2.117 -2.585
C -0.471 -1.539 -1.463
C 0.451 -1.342 -0.315
O 0.073 -0.814 0.708
H 2.494 -1.646 0.385
H 3.280 -2.738 -1.724
H -0.702 -2.274 -3.438
H -1.485 -1.184 -1.325
C 4.738 -5.904 3.544
C 3.778 -5.533 2.703
C 3.818 -4.213 2.023
O 2.942 -3.876 1.255
C 4.969 -3.323 2.319
C 5.929 -3.694 3.161
C 5.891 -5.015 3.839
O 6.767 -5.356 4.604
H 4.733 -6.859 4.053
H 2.928 -6.161 2.471
H 4.976 -2.364 1.815
H 6.777 -3.063 3.395


Record 2
This record from the OMol25 dataset describes an isolated molecule of C40H54N8O8. The level of theory is the ωB97M-V functional and the def2-TZVPD basis.

As for the net charge: 0. The calculation puts the calculated total energy at -2596.83445 Ha. As for the gap between HOMO and LUMO: 8.56 eV. The calculation puts the HOMO energy at -8.2 eV. Its maximum force is 1.1 eV/A.

Geometry (Å):
C -5.463 -0.204 2.776
H -6.266 0.524 2.864
H -5.442 -0.793 3.689
C -5.707 -1.085 1.556
H -5.765 -0.448 0.671
H -6.681 -1.569 1.662
C -4.663 -2.194 1.340
C -4.767 -3.264 2.426
H -4.108 -4.094 2.191
H -4.487 -2.862 3.397
H -5.786 -3.638 2.486
H -4.874 -2.670 0.375
C -3.227 -1.654 1.282
N -3.157 -0.440 0.485
C -2.329 0.560 0.776
O -1.443 0.463 1.625
C -2.514 1.899 0.042
N -1.224 2.558 0.076
C -0.852 3.145 1.240
O -1.633 3.647 2.017
C 0.661 3.112 1.532
N 1.099 1.716 1.340
H 0.373 1.054 1.669
H 2.005 1.466 1.770
C 1.485 4.066 0.656
C 2.917 4.156 1.183
H 2.926 4.622 2.166
H 3.521 4.766 0.515
H 3.383 3.178 1.267
C 0.841 5.451 0.633
H -0.153 5.409 0.198
H 1.447 6.137 0.047
H 0.753 5.844 1.643
H 1.496 3.667 -0.363
H 0.772 3.395 2.584
H -0.516 2.146 -0.523
H -3.179 2.498 0.680
C -3.080 1.816 -1.376
C -4.555 1.507 -1.400
C -5.033 0.369 -2.043
C -6.389 0.085 -2.056
C -7.290 0.935 -1.427
C -6.819 2.080 -0.791
C -5.468 2.359 -0.785
H -5.120 3.259 -0.300
H -7.528 2.738 -0.315
O -8.627 0.690 -1.409
H -8.817 -0.123 -1.893
H -6.745 -0.803 -2.561
H -4.348 -0.301 -2.548
H -2.912 2.789 -1.846
H -2.533 1.066 -1.948
H -3.807 -0.352 -0.285
C -2.226 -2.713 0.763
O -2.506 -3.871 0.539
N -0.998 -2.193 0.623
H -0.806 -1.242 0.932
C 0.172 -2.910 0.190
C 1.345 -2.084 0.705
O 1.182 -0.918 1.042
N 2.557 -2.646 0.802
C 2.980 -3.980 0.426
C 4.349 -4.131 1.093
H 4.228 -4.513 2.107
C 4.885 -2.699 1.137
H 5.303 -2.412 0.171
C 3.631 -1.882 1.443
H 3.442 -1.833 2.523
C 3.645 -0.441 0.929
O 3.606 0.524 1.680
N 3.736 -0.350 -0.399
C 3.542 0.876 -1.150
C 2.122 0.708 -1.783
O 2.039 -0.107 -2.702
O 1.185 1.342 -1.247
H 1.210 1.520 0.282
H 3.571 1.706 -0.442
C 4.636 1.019 -2.213
C 5.981 0.825 -1.578
C 6.637 -0.396 -1.664
C 7.841 -0.600 -1.014
C 8.406 0.418 -0.266
C 7.762 1.641 -0.176
C 6.558 1.841 -0.826
H 6.058 2.797 -0.751
H 8.199 2.440 0.404
H 9.345 0.261 0.243
H 8.341 -1.555 -1.093
H 6.205 -1.192 -2.256
H 4.554 2.011 -2.662
H 4.459 0.273 -2.991
H 3.683 -1.188 -0.960
H 5.652 -2.560 1.895
H 5.001 -4.806 0.543
H 3.064 -4.057 -0.665
H 2.266 -4.733 0.766
H 0.174 -3.901 0.659
C 0.234 -3.093 -1.364
C -0.778 -2.287 -2.102
C -2.127 -2.462 -2.285
N -2.623 -1.465 -3.061
C -1.595 -0.705 -3.353
N -0.458 -1.154 -2.794
H 0.476 -0.724 -2.859
H -1.638 0.164 -3.980
H -2.760 -3.243 -1.915
H 0.069 -4.147 -1.589
H 1.224 -2.807 -1.726
H -2.888 -1.387 2.292
H -4.527 0.342 2.692


Record 3
This record from the OMol25 dataset describes an isolated molecule of C5H7NO. The level of theory is the ωB97M-V functional and the def2-TZVPD basis.

As for the net charge: 0. The calculation puts the calculated total energy at -324.69562 Ha. As for the gap between HOMO and LUMO: 11.23 eV. The calculation puts the HOMO energy at -10.5 eV. Its energy above the lowest of the compared OMol25 structures with the same formula, charge and spin is 75.7 kJ/mol. As for the SMILES: C[C@H](C#N)CC=O. Its maximum force is 1.0 eV/A.

Geometry (Å):
C -1.291 -1.163 0.250
C -0.497 0.150 0.208
C -1.280 1.192 -0.475
N -1.904 1.987 -1.038
C 0.883 -0.013 -0.457
C 1.991 0.692 0.298
O 1.862 1.161 1.402
H -2.260 -1.022 0.738
H -0.728 -1.915 0.813
H -1.467 -1.546 -0.760
H -0.321 0.503 1.232
H 1.155 -1.078 -0.490
H 0.889 0.322 -1.500
H 2.968 0.730 -0.222


Record 4
This record from the OMol25 dataset describes a structure of composition C4HF5O2. The level of theory is the ωB97M-V functional and the def2-TZVPD basis.

As for the net charge: 0. The calculation puts the calculated total energy at -802.70364 Ha. As for the gap between HOMO and LUMO: 9.26 eV. The calculation puts the HOMO energy at -9.2 eV. Its maximum force is 4.0 eV/A.

Geometry (Å):
C 0.837 -0.504 -0.454
C 2.267 0.456 0.550
C -0.723 -0.448 -0.694
C -1.382 0.593 0.327
O 1.368 -0.210 1.052
O 3.202 0.964 0.086
F -1.020 -0.230 -1.994
F -1.206 -1.632 -0.358
F -1.070 0.024 1.529
F -2.688 0.775 0.384
F -0.707 1.782 0.187
H 1.121 -1.570 -0.615


Record 5
This record from the OMol25 dataset describes a structure of composition C23H44NP3RuSe. The level of theory is the ωB97M-V functional and the def2-TZVPD basis.

Its multiplicity is 5. As for the net charge: +4. The calculation puts the calculated total energy at -4476.20240 Ha. As for the gap between HOMO and LUMO (alpha / beta): 5.12 / 2.41 eV. As for the expectation value of S²: 6.035. The calculation puts the HOMO energy (alpha / beta) at -17.7 / -19.6 eV. Its energy above the lowest of the compared OMol25 structures with the same formula, charge and spin is 201.9 kJ/mol. Its maximum force is 5.1 eV/A.

Geometry (Å):
Ru -0.372 -0.623 -0.177
P -1.503 -2.376 0.748
P 1.199 -0.919 1.820
P 1.149 -1.625 -1.305
H -2.216 1.355 -2.854
C -2.086 0.286 -2.890
C -1.724 -0.466 -1.771
H -2.152 0.057 -0.812
C -2.822 -1.952 1.971
C -0.753 -3.851 1.625
C -2.472 -3.299 -0.511
C 2.521 0.353 2.000
C 0.431 -0.817 3.468
C 2.242 -2.403 2.061
C 0.765 -1.241 -3.056
C 1.391 -3.463 -1.258
C 2.911 -1.039 -1.235
H -2.560 -0.204 -3.785
H -2.070 -1.473 -1.965
H -3.600 -1.387 1.439
H -2.447 -1.344 2.803
H -3.284 -2.860 2.381
H -0.372 -3.615 2.625
H 0.046 -4.299 1.017
H -1.547 -4.612 1.741
H -3.333 -2.712 -0.853
H -2.826 -4.238 -0.060
H -1.815 -3.538 -1.353
H 3.394 -0.069 2.515
H 2.175 1.203 2.591
H 2.856 0.736 1.030
H 1.129 -1.143 4.244
H -0.455 -1.442 3.562
H 0.134 0.202 3.719
H 2.847 -2.274 2.964
H 2.928 -2.586 1.238
H 1.658 -3.308 2.210
H 1.379 -1.878 -3.706
H 0.952 -0.164 -3.204
H -0.297 -1.423 -3.264
H 2.079 -3.742 -2.080
H 0.426 -3.978 -1.405
H 1.837 -3.777 -0.302
H 3.524 -1.664 -1.919
H 3.335 -1.124 -0.222
H 2.969 0.010 -1.554
C 2.116 3.031 -2.948
C 0.761 3.009 -2.589
C -0.200 3.217 -3.578
C 0.173 3.419 -4.928
C 1.540 3.487 -5.252
C 2.517 3.259 -4.272
Se 3.551 2.733 -1.673
H 2.887 3.390 -0.569
H 0.509 2.842 -1.535
H -1.265 3.208 -3.341
H -0.594 3.565 -5.711
H 1.851 3.679 -6.289
H 3.582 3.277 -4.527
C -2.140 3.744 4.361
C -1.783 2.927 3.162
C -0.496 2.970 2.623
C -0.171 2.123 1.564
N -1.034 1.186 1.089
C -2.302 1.262 1.514
C -2.697 2.072 2.568
H -1.366 3.657 5.124
H -2.267 4.808 4.149
H -3.080 3.393 4.795
H 0.264 3.632 3.019
H 0.817 2.188 1.097
H -3.018 0.627 1.011
H -3.725 2.022 2.908


Record 6
This record from the OMol25 dataset describes an isolated molecule of C6H8N4S. The level of theory is the ωB97M-V functional and the def2-TZVPD basis.

As for the net charge: 0. The calculation puts the calculated total energy at -850.44188 Ha. As for the gap between HOMO and LUMO: 8.32 eV. The calculation puts the HOMO energy at -8.6 eV. Its energy above the lowest of the compared OMol25 structures with the same formula, charge and spin is 438.8 kJ/mol. Its maximum force is 3.3 eV/A.

Geometry (Å):
C 3.349 -1.449 0.388
C 3.410 0.832 -0.187
C 1.289 -0.353 0.108
C 2.620 -0.338 0.058
C -1.861 -0.325 1.469
C -1.907 -0.202 -1.595
N 4.054 -2.338 0.498
N 4.074 1.767 -0.218
N -1.671 1.952 0.217
N 0.571 0.759 -0.248
S -1.150 0.574 0.012
H 0.683 -1.175 0.402
H -2.925 0.073 1.561
H -2.009 -1.454 1.390
H -1.262 -0.020 2.335
H -2.616 0.620 -1.933
H -1.183 -0.427 -2.492
H -2.487 -1.066 -1.537
H -0.978 2.568 -0.227